[1]
# C22H30AgClN7O4S2

A molecular structure, C22H30AgClN7O4S2 (ωB97M-V/def2-TZVPD, the OMol25 dataset).

Properties
net charge: -1
gap between HOMO and LUMO: 0.2787 hartree
highest occupied orbital energy: -5.11 eV

Atoms and positions in Å:
Ag1 -0.627 1.652 -0.527
N1 -2.172 -0.111 -0.956
C1 -2.854 -0.473 0.283
C2 -1.847 -0.889 1.354
N2 -0.996 0.202 1.801
C3 -1.629 1.103 2.748
C4 -1.540 2.592 2.401
N3 -2.197 2.905 1.148
C5 0.357 -0.198 2.151
C6 1.431 0.837 1.831
N4 1.443 1.102 0.387
H1 -1.550 -0.865 -1.267
H2 -2.832 0.124 -1.683
H3 -3.430 0.388 0.634
H4 -3.555 -1.309 0.153
H5 -2.401 -1.344 2.193
H6 -1.215 -1.670 0.923
H7 -2.692 0.845 2.817
H8 -1.208 0.956 3.757
H9 -1.942 3.151 3.260
H10 -0.495 2.885 2.303
H11 -3.200 2.983 1.230
H12 -1.795 3.714 0.667
H13 0.436 -0.477 3.216
H14 0.611 -1.071 1.549
H15 1.257 1.774 2.362
H16 2.385 0.424 2.168
H17 2.110 1.830 0.165
H18 1.732 0.251 -0.095
Cl1 -0.494 8.931 -5.781
C7 -0.570 7.669 -4.573
C8 -0.690 8.015 -3.237
C9 -0.749 7.005 -2.288
C10 -0.690 5.669 -2.665
C11 -0.568 5.349 -4.011
C12 -0.508 6.345 -4.975
C13 -0.758 4.571 -1.612
O1 -0.693 3.396 -2.052
O2 -0.857 4.937 -0.423
H19 -0.734 9.058 -2.953
H20 -0.843 7.229 -1.234
H21 -0.521 4.303 -4.283
H22 -0.413 6.105 -6.025
N5 1.754 -7.442 3.304
C14 2.006 -6.306 2.515
C15 1.330 -5.112 2.765
C16 1.606 -3.983 2.016
C17 2.559 -4.029 1.008
C18 3.240 -5.209 0.758
C19 2.968 -6.342 1.510
S1 2.902 -2.571 0.042
O3 3.366 -1.565 0.971
O4 3.818 -2.997 -0.993
N6 1.498 -2.069 -0.503
C20 0.819 -2.790 -1.417
S2 1.407 -4.258 -2.215
C21 -0.121 -4.439 -2.999
C22 -0.914 -3.399 -2.668
N7 -0.401 -2.474 -1.797
H23 0.824 -7.460 3.694
H24 1.959 -8.310 2.832
H25 0.583 -5.072 3.550
H26 1.075 -3.061 2.212
H27 3.970 -5.232 -0.039
H28 3.501 -7.265 1.310
H29 -0.331 -5.258 -3.666
H30 -1.916 -3.249 -3.049

[2]
# C22H30BBrF5INO4

2 unconnected molecules or ions with the total composition C22H30BBrF5INO4 in a non-equilibrium geometry (ωB97M-V/def2-TZVPD, the OMol25 dataset).

Properties
net charge: -1
gap between HOMO and LUMO: 0.2867 hartree
highest occupied orbital energy: -6.16 eV

Atoms and positions in Å:
C1 -0.825 2.942 2.727
C2 -1.247 1.841 2.004
C3 -0.857 1.579 0.537
C4 -2.203 1.353 -0.203
C5 -2.682 -0.098 -0.216
F1 -2.285 -0.682 -1.419
O1 0.017 0.450 0.529
C6 0.648 0.218 -0.725
C7 0.917 -1.296 -0.978
O2 1.155 -2.026 0.216
C8 0.046 -2.509 0.853
C9 -1.108 -2.954 0.259
C10 -2.202 -3.442 0.956
C11 -3.438 -3.870 0.169
C12 -2.116 -3.501 2.328
C13 -0.940 -3.089 2.951
C14 0.131 -2.590 2.252
C15 1.411 -2.152 2.966
C16 1.362 -2.453 4.482
C17 2.649 -2.938 2.414
C18 2.006 0.945 -0.717
N1 1.923 2.411 -0.859
C19 1.204 2.830 -2.054
C20 1.635 2.107 -3.349
O3 2.739 2.116 -3.813
Br1 0.256 1.080 -4.293
C21 3.243 3.038 -0.830
C22 3.132 4.307 0.063
O4 2.112 4.872 0.295
I1 4.973 5.124 0.921
H1 -1.530 3.754 2.928
H2 0.224 3.011 3.037
H3 -1.863 1.066 2.488
H4 -0.397 2.512 0.189
H5 -2.060 1.690 -1.242
H6 -2.949 2.026 0.234
H7 -3.782 -0.078 -0.240
H8 -2.387 -0.678 0.664
H9 0.002 0.534 -1.557
H10 0.155 -1.707 -1.645
H11 1.854 -1.332 -1.549
H12 -1.202 -2.912 -0.826
H13 -4.314 -3.642 0.787
H14 -3.382 -4.920 -0.132
H15 -3.499 -3.198 -0.697
H16 -2.965 -3.865 2.905
H17 -0.937 -3.167 4.034
H18 1.570 -1.072 2.842
H19 0.597 -1.881 5.020
H20 1.121 -3.520 4.620
H21 2.343 -2.320 4.955
H22 3.163 -2.334 1.657
H23 2.329 -3.873 1.939
H24 3.369 -3.136 3.216
H25 2.447 0.753 0.274
H26 2.734 0.561 -1.455
H27 1.280 3.908 -2.247
H28 0.132 2.640 -1.924
H29 3.477 3.436 -1.830
H30 4.048 2.375 -0.501
B1 -2.249 2.353 -6.686
F2 -1.352 3.083 -5.872
F3 -2.164 0.979 -6.346
F4 -3.564 2.813 -6.468
F5 -1.904 2.526 -8.041

[3]
# C22H30Br4Cl2N2O2PbSeSi3

A molecular structure, C22H30Br4Cl2N2O2PbSeSi3 (ωB97M-V/def2-TZVPD, the OMol25 dataset).

Properties
net charge: -2
relative energy (zero: lowest compared OMol25 entry of this formula, charge and spin): 0.0 kJ/mol
gap between HOMO and LUMO: 0.2286 hartree
highest occupied orbital energy: -2.26 eV

Atoms and positions in Å:
Pb1 1.418 0.611 -0.632
Br1 -1.051 6.914 1.993
C1 -0.064 5.308 1.794
C2 0.914 4.960 2.703
Br2 1.307 6.088 4.178
C3 1.627 3.763 2.529
Br3 2.961 3.212 3.759
C4 1.390 2.901 1.461
O1 2.015 1.775 1.298
C5 0.370 3.270 0.508
O2 0.100 2.449 -0.475
C6 -0.326 4.454 0.708
Br4 -1.704 4.830 -0.539
C7 -1.114 1.188 2.662
Si1 -0.313 -0.507 2.433
C8 -1.547 -1.650 3.330
C9 1.239 -0.561 3.500
C10 -0.007 -1.021 0.671
Si2 1.095 -2.506 0.532
C11 1.055 -3.279 -1.190
C12 0.680 -3.925 1.721
C13 2.915 -2.093 0.833
Si3 -1.579 -1.197 -0.257
C14 -2.774 0.235 -0.019
C15 -2.556 -2.794 0.057
C16 -1.263 -1.192 -2.135
C17 -1.887 -2.023 -3.060
C18 -1.566 -1.924 -4.405
C19 -0.621 -0.992 -4.799
C20 -0.042 -0.191 -3.828
N1 -0.359 -0.279 -2.537
H1 -0.634 1.734 3.479
H2 -2.172 1.077 2.913
H3 -1.057 1.809 1.772
H4 -1.609 -1.330 4.376
H5 -1.270 -2.706 3.314
H6 -2.550 -1.553 2.905
H7 0.983 -0.255 4.520
H8 1.983 0.137 3.114
H9 1.684 -1.557 3.553
H10 0.075 -3.678 -1.459
H11 1.776 -4.102 -1.231
H12 1.353 -2.561 -1.960
H13 -0.353 -4.262 1.596
H14 0.816 -3.647 2.767
H15 1.341 -4.771 1.508
H16 3.381 -1.668 -0.061
H17 3.467 -3.008 1.072
H18 3.055 -1.391 1.655
H19 -3.200 0.260 0.987
H20 -3.598 0.148 -0.734
H21 -2.266 1.186 -0.199
H22 -2.768 -2.908 1.122
H23 -2.005 -3.681 -0.265
H24 -3.511 -2.775 -0.476
H25 -2.607 -2.757 -2.719
H26 -2.035 -2.574 -5.136
H27 -0.319 -0.889 -5.832
H28 0.721 0.532 -4.092
Se1 4.008 -1.117 -3.429
C21 3.320 0.507 -3.862
N2 2.840 1.536 -4.117
Cl1 0.636 5.278 -3.923
C22 0.260 3.598 -3.478
Cl2 -1.251 3.057 -4.245
H29 0.114 3.539 -2.405
H30 1.077 2.970 -3.822

[4]
# C22H30BrClGaN2O4

A molecular structure, C22H30BrClGaN2O4 in a non-equilibrium geometry (ωB97M-V/def2-TZVPD, the OMol25 dataset).

Properties
net charge: -1
gap between HOMO and LUMO: 0.2117 hartree
highest occupied orbital energy: -4.31 eV

Atoms and positions in Å:
C1 3.129 -1.542 -0.082
C2 2.605 -0.476 0.559
Ga1 2.205 1.270 -0.461
Br1 0.421 2.206 0.935
C3 3.887 2.417 -0.479
C4 3.876 3.881 -0.906
C5 2.700 4.690 -0.395
Cl1 3.974 4.074 -2.707
C6 1.485 0.628 -2.231
C7 2.447 0.872 -3.413
C8 0.073 1.105 -2.605
C9 -0.056 2.610 -2.931
C10 -1.121 3.369 -2.105
H1 4.066 -1.442 -0.631
H2 2.656 -2.530 -0.141
H3 2.319 -0.507 1.613
H4 4.592 1.887 -1.128
H5 4.315 2.382 0.528
H6 4.782 4.367 -0.536
H7 2.621 4.584 0.687
H8 1.766 4.394 -0.871
H9 2.865 5.749 -0.608
H10 1.426 -0.459 -2.121
H11 2.426 0.019 -4.099
H12 3.484 0.957 -3.078
H13 2.211 1.790 -3.949
H14 -0.201 0.561 -3.521
H15 -0.651 0.786 -1.860
H16 -0.381 2.694 -3.971
H17 0.909 3.117 -2.871
H18 -0.673 4.183 -1.534
H19 -1.913 3.772 -2.737
H20 -1.562 2.716 -1.353
C11 -5.075 -1.008 1.506
C12 -5.553 -1.701 0.403
C13 -4.747 -1.876 -0.711
C14 -3.467 -1.355 -0.685
C15 -2.971 -0.648 0.397
C16 -3.793 -0.475 1.502
N1 -2.595 -1.561 -1.860
O1 -3.075 -2.110 -2.837
O2 -1.454 -1.165 -1.772
H21 -5.704 -0.878 2.377
H22 -6.555 -2.110 0.409
H23 -5.097 -2.411 -1.581
H24 -1.969 -0.237 0.374
H25 -3.433 0.073 2.361
C17 1.158 -3.965 2.585
C18 0.428 -2.904 2.066
C19 -0.695 -2.447 2.735
C20 -1.060 -3.062 3.918
C21 -0.352 -4.123 4.454
C22 0.767 -4.574 3.773
N2 -2.237 -2.552 4.642
O3 -2.854 -1.637 4.132
O4 -2.523 -3.067 5.707
H26 2.039 -4.311 2.062
H27 0.734 -2.422 1.149
H28 -1.270 -1.619 2.349
H29 -0.669 -4.578 5.380
H30 1.339 -5.400 4.174

[5]
# C22H30BrClIN4O2Pd

A molecular structure, C22H30BrClIN4O2Pd in a non-equilibrium geometry (ωB97M-V/def2-TZVPD, the OMol25 dataset).

Properties
net charge: -1
gap between HOMO and LUMO: 0.2039 hartree
highest occupied orbital energy: -3.21 eV

Atoms and positions in Å:
Pd1 0.960 -1.184 0.194
C1 4.583 -1.101 -1.853
O1 3.528 -1.582 -1.058
C2 3.869 -2.778 -0.371
C3 2.779 -3.219 0.588
O2 1.982 -4.180 -0.077
C4 0.900 -4.659 0.708
H1 5.471 -0.877 -1.250
H2 4.245 -0.185 -2.335
H3 4.868 -1.820 -2.630
H4 4.810 -2.622 0.169
H5 4.019 -3.576 -1.103
H6 2.179 -2.308 0.959
H7 3.247 -3.692 1.459
H8 1.266 -5.250 1.558
H9 0.289 -5.290 0.069
H10 0.294 -3.838 1.082
Br1 -2.834 -4.078 2.192
C5 -2.669 -4.379 0.303
C6 -3.028 -5.643 -0.153
C7 -2.901 -5.933 -1.504
C8 -2.418 -4.962 -2.373
C9 -2.068 -3.708 -1.883
C10 -2.184 -3.383 -0.528
I1 -1.682 -1.226 0.080
H11 -3.393 -6.390 0.541
H12 -3.173 -6.916 -1.872
H13 -2.315 -5.186 -3.430
H14 -1.684 -2.950 -2.564
C11 1.213 5.319 1.487
C12 1.444 4.893 0.038
C13 0.169 4.320 -0.574
C14 2.619 3.927 -0.124
N1 2.541 2.680 0.632
C15 2.267 1.435 0.230
N2 2.367 0.622 1.259
N3 2.745 1.412 2.303
N4 2.870 2.642 1.936
H15 0.343 5.978 1.543
H16 2.076 5.855 1.892
H17 1.023 4.458 2.126
H18 1.744 5.775 -0.535
H19 -0.158 3.429 -0.029
H20 0.314 4.048 -1.626
H21 -0.642 5.050 -0.524
H22 3.542 4.416 0.179
H23 2.704 3.644 -1.172
H24 1.989 1.150 -0.770
Cl1 -6.884 3.722 0.540
C16 -5.286 2.992 0.511
C17 -4.662 2.651 1.700
C18 -3.392 2.093 1.676
C19 -2.699 1.857 0.470
C20 -1.397 1.215 0.442
C21 -3.383 2.203 -0.716
C22 -4.652 2.765 -0.699
H25 -5.170 2.823 2.641
H26 -2.908 1.823 2.610
H27 -0.797 1.426 -0.439
H28 -0.829 1.260 1.367
H29 -2.897 2.012 -1.669
H30 -5.154 3.021 -1.625

[6]
# C22H30BrN4O2Ti

A molecular structure, C22H30BrN4O2Ti (ωB97M-V/def2-TZVPD, the OMol25 dataset).

Properties
net charge: +3
relative energy (zero: lowest compared OMol25 entry of this formula, charge and spin): 0.0 kJ/mol
gap between HOMO and LUMO: 0.2129 hartree
highest occupied orbital energy: -16.94 eV

Atoms and positions in Å:
Ti1 1.230 -0.214 0.352
O1 1.283 -0.154 -1.763
C1 1.386 -1.325 -2.583
C2 1.430 -1.151 -3.949
C3 1.548 -2.265 -4.768
C4 1.635 -3.532 -4.209
C5 1.602 -3.681 -2.832
C6 1.460 -2.580 -1.989
C7 1.407 -2.823 -0.501
O2 2.057 -1.718 0.164
N1 0.096 -2.828 0.140
N2 -0.380 -1.497 0.115
C8 -1.663 -1.277 0.016
C9 -2.242 -0.001 0.015
Br1 -0.939 1.414 0.097
C10 -3.604 0.191 -0.069
C11 -4.477 1.299 -0.092
C12 -5.854 0.986 -0.229
C13 -6.805 1.978 -0.266
C14 -6.408 3.307 -0.161
C15 -5.058 3.644 -0.019
C16 -4.101 2.661 0.015
H1 1.026 0.595 -2.320
H2 1.388 -0.157 -4.384
H3 1.587 -2.136 -5.841
H4 1.742 -4.401 -4.843
H5 1.694 -4.670 -2.399
H6 1.932 -3.741 -0.238
H7 -0.545 -3.480 -0.310
H8 -2.341 -2.125 -0.070
H9 -4.120 -0.766 -0.131
H10 -6.156 -0.051 -0.306
H11 -7.851 1.728 -0.373
H12 -7.152 4.093 -0.188
H13 -4.772 4.683 0.067
H14 -3.070 2.953 0.135
C17 3.871 1.062 -0.445
N3 2.767 1.304 0.535
C18 2.337 2.723 0.413
C19 3.298 1.028 1.911
C20 2.169 0.926 2.913
N4 1.236 -0.179 2.532
C21 -0.080 0.032 3.196
C22 1.772 -1.484 3.035
H15 4.753 1.627 -0.138
H16 3.570 1.395 -1.435
H17 4.120 0.002 -0.474
H18 3.193 3.382 0.572
H19 1.571 2.970 1.146
H20 1.949 2.907 -0.588
H21 3.994 1.821 2.196
H22 3.869 0.099 1.865
H23 1.598 1.854 2.953
H24 2.562 0.751 3.917
H25 0.056 0.025 4.279
H26 -0.757 -0.778 2.929
H27 -0.509 0.988 2.908
H28 1.787 -1.465 4.126
H29 2.781 -1.656 2.669
H30 1.130 -2.296 2.699

[7]
# C22H30CoN2O3S3Se2

A molecular structure, C22H30CoN2O3S3Se2 in a non-equilibrium geometry (ωB97M-V/def2-TZVPD, the OMol25 dataset).

Properties
relative energy (zero: lowest compared OMol25 entry of this formula, charge and spin): 107.4 kJ/mol
expectation value of S²: 0.77
gap between HOMO and LUMO (spin up / spin down): 0.2658 / 0.2712 hartree
highest occupied orbital energy (spin up / spin down): -7.22 / -7.21 eV
multiplicity: 2

Atoms and positions in Å:
Co1 -0.058 0.289 -0.953
C1 2.333 3.252 1.023
C2 1.325 2.132 1.276
C3 0.855 2.154 2.726
O1 0.226 2.225 0.368
C4 1.974 0.723 0.978
O2 3.168 0.579 1.162
O3 1.143 -0.148 0.579
H1 2.050 4.159 1.553
H2 2.399 3.472 -0.039
H3 3.309 2.924 1.373
H4 0.310 3.073 2.945
H5 1.717 2.099 3.386
H6 0.204 1.304 2.920
H7 -0.371 2.925 0.662
C5 -2.667 -2.272 -0.369
C6 -1.434 -2.599 -1.107
N1 -0.500 -1.763 -1.405
C7 0.514 -2.335 -2.122
C8 0.350 -3.667 -2.368
S1 -1.126 -4.218 -1.692
C9 1.635 -1.513 -2.518
C10 2.791 -1.945 -3.100
S2 3.866 -0.631 -3.326
C11 2.680 0.435 -2.628
N2 1.590 -0.164 -2.274
C12 2.965 1.874 -2.461
H8 -2.632 -1.213 -0.122
H9 -2.729 -2.870 0.539
H10 -3.544 -2.481 -0.977
H11 1.000 -4.332 -2.899
H12 3.058 -2.941 -3.391
H13 3.515 2.273 -3.312
H14 3.574 2.016 -1.567
H15 2.024 2.407 -2.348
C13 -4.406 0.898 0.091
Se1 -2.647 1.265 0.879
C14 -3.057 0.646 2.717
C15 -2.724 -0.808 2.971
Se2 -0.852 -1.214 2.409
C16 -0.583 -2.794 3.532
H16 -5.081 1.716 0.334
H17 -4.789 -0.038 0.489
H18 -4.258 0.829 -0.983
H19 -4.121 0.830 2.876
H20 -2.474 1.291 3.375
H21 -3.401 -1.470 2.426
H22 -2.793 -1.038 4.036
H23 -0.689 -2.530 4.583
H24 0.436 -3.114 3.328
H25 -1.276 -3.587 3.259
S3 -1.699 1.040 -2.334
C17 -1.174 2.464 -3.201
C18 -0.374 3.421 -2.583
C19 0.022 4.551 -3.271
C20 -0.379 4.744 -4.584
C21 -1.193 3.800 -5.193
C22 -1.595 2.666 -4.514
H26 -0.079 3.266 -1.557
H27 0.639 5.289 -2.777
H28 -0.063 5.625 -5.125
H29 -1.520 3.953 -6.211
H30 -2.229 1.928 -4.986

Number 1: E -2944.27248 Eh. Number 2: E -4608.06550 Eh. Number 3: E -15795.78850 Eh. Number 4: E -6225.61600 Eh. Number 5: E -4685.49821 Eh. Number 6: E -4648.36958 Eh. Number 7: E -8571.78186 Eh.